Entry 1:
DFT (ωB97M-V with the def2-TZVPD basis set) results for a cluster of 2 separate species, C9H15Cl2N2O in total.

Results
- 2S+1: 1
- Charge: +1

CARTESIAN COORDINATES (ANGSTROEM)
C1 1.68 2.15 -0.73
C2 2.72 1.22 -0.69
C3 0.33 2.02 -1.07
C4 -0.38 -0.16 -0.45
C5 4.07 1.80 -0.23
C6 -0.48 3.25 -1.38
C7 -3.05 -0.47 1.75
C8 -1.81 -3.72 1.64
C9 -1.73 -2.30 -0.26
N1 -0.35 0.87 -1.17
N2 -1.21 -1.28 -0.98
O1 -1.11 -2.68 0.83
Cl1 0.48 -0.34 1.01
Cl2 -2.89 -3.22 -1.12
H1 1.96 3.16 -0.64
H2 2.64 0.05 -0.83
H3 4.27 1.47 0.83
H4 4.92 1.38 -0.79
H5 4.08 2.93 -0.31
H6 -0.96 2.98 -2.35
H7 -1.28 3.19 -0.65
H8 0.23 4.15 -1.39
H9 -2.85 0.40 1.06
H10 -3.98 -0.61 2.34
H11 -2.05 -0.98 2.08
H12 -1.17 -3.90 2.54
H13 -1.70 -4.63 1.00
H14 -2.74 -3.43 2.00
H15 -1.69 -0.87 -1.69

Entry 2:
DFT (ωB97M-V with the def2-TZVPD basis set) results for a structure of composition C9H15F7N3O7RhS2.

Results
- 2S+1: 1
- Charge: 0

CARTESIAN COORDINATES (ANGSTROEM)
Rh1 -0.48 0.22 -0.33
N1 -1.41 -0.25 -2.04
C1 -0.58 -1.11 -2.92
C2 -0.24 -2.40 -2.20
C3 0.83 -2.27 -1.12
O1 1.55 -3.21 -0.88
O2 0.92 -1.14 -0.48
H1 -2.30 -0.69 -1.84
H2 -1.58 0.65 -2.47
H3 0.32 -0.53 -3.14
H4 -1.12 -1.30 -3.84
H5 0.11 -3.15 -2.91
H6 -1.15 -2.82 -1.74
F1 0.71 4.43 2.60
C4 0.99 3.41 1.79
F2 0.61 3.71 0.56
F3 2.30 3.18 1.81
S1 0.11 1.90 2.38
O3 0.49 0.86 1.43
O4 0.53 1.69 3.72
N2 -1.41 2.29 2.32
S2 -2.48 2.10 1.21
O5 -1.93 1.74 -0.11
O6 -3.63 1.39 1.65
C5 -3.05 3.83 0.91
F4 -2.04 4.60 0.55
F5 -3.96 3.81 -0.06
F6 -3.60 4.30 2.02
C6 -3.89 -1.93 1.90
N3 -2.56 -2.22 2.43
C7 -2.46 -2.95 3.68
C8 -1.49 -1.73 1.79
C9 -0.13 -1.98 2.34
O7 -1.71 -1.09 0.72
H7 -4.62 -2.23 2.64
H8 -4.06 -2.49 0.98
H9 -3.99 -0.87 1.69
H10 -3.32 -3.61 3.76
H11 -2.45 -2.28 4.53
H12 -1.56 -3.57 3.71
H13 -0.04 -1.52 3.33
H14 0.63 -1.58 1.68
H15 0.03 -3.05 2.45
F7 0.49 1.46 -1.41

Energy relative to the best compared isomer or geometry (same formula, charge and spin) per entry: 4.947, 0.000 eV
E per entry: -39636.403, -72081.077 eV